The molecule C4H5NO. Source: OMol25; level of theory: the ωB97M-V functional and the def2-TZVPD basis.

CARTESIAN COORDINATES (ANGSTROEM)
O 1.363 0.070 1.928
C 0.608 -0.058 1.001
C 0.826 -0.615 -0.418
C -0.260 0.389 -0.820
N -1.519 -0.017 -0.275
C -0.630 0.703 0.626
H 1.852 -0.442 -0.753
H 0.532 -1.644 -0.638
H -0.191 1.046 -1.678
H -1.576 -1.019 -0.105
H -1.003 1.588 1.134

Cartesian forces (eV/Å) of the 3 atoms listed first:
-0.37 -0.21 -0.30
0.17 0.01 0.34
0.09 -0.15 -0.06

Summary:
SMILES = O=C1C[C@H]2N[C@@H]12
2S+1 = 1
Kohn-Sham gap = 10.49 eV
strongest force on any atom = 0.52 eV/Å
energy relative to the best compared isomer or geometry (same formula, charge and spin) = 201.4 kJ/mol
E_tot = -7764.43957 eV

The molecule C4H5NO. Source: OMol25; level of theory: the ωB97M-V functional and the def2-TZVPD basis.

CARTESIAN COORDINATES (ANGSTROEM)
N 1.304 2.990 0.498
C 0.728 1.937 0.305
C -0.171 0.784 -0.016
C 0.002 -0.620 0.718
C -0.165 -1.259 -0.783
O -0.095 0.149 -1.235
H -1.063 1.254 0.208
H 0.910 -0.780 1.232
H -0.957 -0.740 1.291
H -1.259 -1.818 -0.976
H 0.766 -1.898 -1.242

Cartesian forces (eV/Å) of the 3 atoms listed first:
-3.19 -6.04 -0.91
3.58 5.21 0.17
2.47 -1.90 1.89

Summary:
SMILES = N#C[C@@H]1CCO1
2S+1 = 1
Kohn-Sham gap = 11.31 eV
strongest force on any atom = 6.89 eV/Å
energy relative to the best compared isomer or geometry (same formula, charge and spin) = 307.5 kJ/mol
E_tot = -7763.33974 eV

The molecule C4H5NO. Source: OMol25; level of theory: the ωB97M-V functional and the def2-TZVPD basis.

CARTESIAN COORDINATES (ANGSTROEM)
O 2.001 -0.094 -0.522
C 0.703 -0.082 -0.113
C -0.133 -1.152 -0.495
N -1.431 -0.995 -0.572
C -1.222 1.026 0.690
C 0.145 0.988 0.608
H 2.432 0.663 -0.110
H 0.382 -2.101 -0.690
H -1.883 -1.928 -0.472
H -1.762 1.983 0.524
H 0.801 1.699 1.150

Cartesian forces (eV/Å) of the 3 atoms listed first:
0.14 0.04 0.35
-0.33 0.17 -0.14
-0.01 0.19 -0.29

Summary:
2S+1 = 1
Kohn-Sham gap (alpha / beta) = 7.37 / 7.24 eV
strongest force on any atom = 0.80 eV/Å
energy relative to the best compared isomer or geometry (same formula, charge and spin) = 463.4 kJ/mol
E_tot = -7761.72364 eV

The molecule C4H5NO. Source: OMol25; level of theory: the ωB97M-V functional and the def2-TZVPD basis.

CARTESIAN COORDINATES (ANGSTROEM)
N 2.774 0.718 0.159
C 1.870 0.011 0.016
C 0.691 -0.842 -0.160
C -0.539 -0.206 0.463
C -1.218 0.917 -0.177
O -1.753 -0.401 -0.234
H 0.883 -1.821 0.295
H 0.516 -1.003 -1.229
H -0.611 -0.307 1.547
H -1.775 1.621 0.440
H -0.837 1.313 -1.119

Cartesian forces (eV/Å) of the 3 atoms listed first:
-0.87 -0.71 -0.13
0.81 0.63 0.13
-0.05 -0.07 -0.02

Summary:
SMILES = N#CC[C@H]1CO1
2S+1 = 1
Kohn-Sham gap = 11.83 eV
strongest force on any atom = 1.13 eV/Å
energy relative to the best compared isomer or geometry (same formula, charge and spin) = 151.8 kJ/mol
E_tot = -7764.95346 eV

- What is the 2S+1 in the first record?
  1

- Number 3 is which compound?
  C4H5NO